No. 1
13
Properties=species:S:1:pos:R:3:forces:R:3:mulliken_charge:R:1 method="wB97M-V/def2-TZVPD" e_lumo_ev=0.92 gap_ev=10.15 multiplicity=1 smiles="[H]/N=C/N.C=C"
H -1.5346 0.0904 -2.7599 -0.14 -0.44 -0.67 0.2365
N -0.5610 -0.0062 -3.0460 0.50 0.55 1.13 -0.6778
C 0.0068 -0.7819 -2.1969 -0.88 0.80 -0.72 0.1477
N 1.3442 -0.8032 -1.9635 -0.38 -0.91 0.24 -0.4320
H -0.6045 -1.4601 -1.5958 0.35 -0.20 0.26 0.2940
H 1.9432 -0.0311 -2.1696 0.05 0.05 -0.48 0.2243
H 1.7166 -1.6967 -1.7083 0.50 0.15 0.25 0.2077
C -0.5925 0.2049 2.4450 0.53 -0.82 0.38 -0.4058
C -0.1228 1.4115 2.7374 -1.23 -0.48 -0.84 -0.4403
H -0.9005 -0.5219 3.1911 0.15 0.16 0.19 0.2289
H -0.5588 -0.2212 1.4461 -0.31 0.46 -0.13 0.1413
H -0.0933 1.7643 3.7579 0.10 0.28 -0.11 0.2470
H -0.0429 2.0513 1.8627 0.76 0.41 0.49 0.2286

***

No. 2
13
Properties=species:S:1:pos:R:3:forces:R:3:mulliken_charge:R:1 method="wB97M-V/def2-TZVPD" e_lumo_ev=1.03 gap_ev=9.94 multiplicity=1
H 2.8352 0.0127 -0.9982 0.25 0.12 -0.36 0.2018
N 2.7794 -0.3072 -0.0398 -0.05 -0.43 0.38 -0.6541
C 1.6047 -0.1078 0.3942 -0.28 0.51 0.08 0.1698
N 0.5852 0.5492 -0.2646 -0.52 -0.16 0.11 -0.2699
C -0.7660 0.5773 0.2995 0.08 0.26 -0.19 -0.5430
C -1.6426 -0.5983 -0.1383 0.59 0.07 -0.47 -0.8974
H 1.3344 -0.3879 1.4371 0.20 0.12 -0.71 0.2909
H 0.6660 0.7472 -1.2694 0.13 -0.27 0.87 0.2214
H -1.2205 1.5304 0.0017 -0.04 -0.20 0.03 0.3020
H -0.6836 0.6212 1.3884 0.09 -0.06 -0.07 0.3180
H -1.2000 -1.5484 0.2121 -0.35 0.37 -0.10 0.2603
H -1.6228 -0.6104 -1.2473 -0.30 -0.17 0.55 0.2765
H -2.6696 -0.4781 0.2244 0.20 -0.16 -0.11 0.3236

***

No. 3
14
Properties=species:S:1:pos:R:3:forces:R:3:mulliken_charge:R:1 method="wB97M-V/def2-TZVPD" e_lumo_ev=0.94 gap_ev=10.25 multiplicity=1
H 0.1901 -1.3277 -2.3263 0.03 -0.32 -0.42 0.1900
N 0.4152 -0.6206 -1.6492 -0.73 0.13 0.79 -0.6749
C -0.3184 -0.7864 -0.6122 0.13 -0.85 0.26 0.6282
N -1.2039 -1.8232 -0.3204 -0.01 -0.16 -0.44 -0.4129
O -0.2424 0.0407 0.4500 -0.36 -0.72 0.03 -0.3385
C 0.5786 1.1606 0.2757 0.86 1.74 -0.09 -0.2726
C 0.7563 1.8967 1.6203 0.24 -0.38 0.22 -1.0401
H -1.2480 -2.6367 -0.9528 -0.03 1.04 0.85 0.1924
H -1.7565 -1.8119 0.5448 0.66 0.01 -0.89 0.2168
H 1.5734 0.8929 -0.1267 -0.53 -0.14 0.19 0.3106
H 0.1147 1.8170 -0.4838 0.17 -0.16 0.32 0.3067
H -0.2416 2.1049 2.1086 1.19 -0.20 -0.45 0.2875
H 1.4203 1.2605 2.2891 -1.01 0.81 -0.58 0.2634
H 1.3088 2.8555 1.4311 -0.62 -0.81 0.21 0.3436

***

No. 4
14
Properties=species:S:1:pos:R:3:forces:R:3:mulliken_charge:R:1 method="wB97M-V/def2-TZVPD" e_lumo_ev=0.72 gap_ev=10.23 multiplicity=1 smiles="C=NNCCO"
C 1.5204 -1.4674 0.8670 2.02 0.96 1.26 -0.3497
N 0.8622 -0.8069 0.0137 0.86 -2.60 -0.29 -0.2921
N -0.5979 -1.1705 -0.0613 3.67 3.13 5.64 -0.4893
C -1.0866 -0.0330 -0.7804 -1.55 1.35 0.67 -0.5403
C -0.6436 1.3806 -0.2297 0.55 1.21 -1.64 -0.2607
O 0.6087 1.5781 -0.9725 -3.98 4.97 -0.51 -0.5151
H 1.0453 -2.0954 1.6539 0.25 -0.02 -0.77 0.2951
H 2.6733 -1.2199 1.0355 -2.59 -0.57 -0.62 0.2321
H -0.6764 -0.6594 1.0510 -0.95 -2.66 -3.53 0.3393
H -2.0624 -0.1432 -0.3765 -2.13 0.33 -1.26 0.4125
H -0.9012 -0.1693 -1.8872 -0.56 0.57 1.32 0.3120
H -0.5198 1.5936 0.9261 -0.16 -1.19 -1.99 0.2491
H -1.4163 2.2514 -0.5393 1.87 -2.12 0.28 0.2423
H 1.1943 0.9612 -0.7003 2.71 -3.35 1.44 0.3649

***

No. 5
14
Properties=species:S:1:pos:R:3:forces:R:3:mulliken_charge:R:1 method="wB97M-V/def2-TZVPD" e_lumo_ev=0.82 gap_ev=10.28 multiplicity=1 smiles="CNC(=O)NC"
C -1.1981 -0.0286 -1.9058 -0.59 0.02 -0.52 -0.8297
N -0.6217 0.1578 -0.5940 -0.48 -0.18 0.15 -0.1531
C 0.7343 0.1366 -0.4554 0.12 0.21 0.57 0.5410
O 1.4931 0.2689 -1.3948 0.19 0.03 -0.46 -0.6616
N 1.2357 -0.0066 0.8189 -0.20 -0.03 0.07 -0.2010
C 0.5061 -0.1442 2.0596 -0.38 -0.17 -0.77 -0.7887
H -0.5209 0.4386 -2.6364 -0.36 -0.24 0.23 0.2901
H -2.1958 0.4804 -1.9514 0.86 -0.52 0.00 0.3037
H -1.3083 -1.1118 -2.1575 -0.02 0.77 0.08 0.2605
H -1.2308 0.0315 0.2007 0.32 0.00 -0.18 0.1821
H 2.1604 0.3690 0.8951 0.33 -0.12 -0.10 0.2224
H 0.3657 0.8057 2.5456 -0.21 0.46 0.36 0.2823
H -0.4762 -0.5944 1.8645 0.33 0.04 0.22 0.2701
H 1.0565 -0.8028 2.7110 0.09 -0.26 0.34 0.2819

***

No. 6
14
Properties=species:S:1:pos:R:3:forces:R:3:mulliken_charge:R:1 method="wB97M-V/def2-TZVPD" e_lumo_ev=0.91 gap_ev=10.38 multiplicity=1
C -0.2107 0.6294 0.3013 -1.51 -2.15 1.43 0.3573
C -0.7124 1.8093 -0.4697 -0.51 -0.42 0.15 -1.1340
N 0.7696 -0.1343 -0.2316 0.92 -0.83 -0.70 -0.3392
C 1.0673 -1.3767 0.4347 1.98 1.15 -0.74 0.2307
O -1.2679 -0.8362 0.5027 0.46 1.38 -0.72 -0.6669
N 1.5966 -2.3889 -0.1054 -0.73 -0.19 0.22 -0.6598
H -2.0886 -0.9397 0.9958 -0.17 0.74 0.18 0.2225
H 0.7574 -0.2214 -1.2452 -0.08 0.03 0.25 0.2570
H -0.0876 0.7622 1.3747 -0.01 0.30 -0.18 0.2826
H 1.5234 -2.4070 -1.1222 0.04 0.21 0.02 0.2117
H 1.1894 -1.2328 1.5029 -0.57 -0.17 0.16 0.2976
H -0.0670 2.6683 -0.2841 0.09 -0.07 0.01 0.3015
H -0.7566 1.6096 -1.5397 0.00 -0.03 0.02 0.3218
H -1.7129 2.0583 -0.1143 0.07 0.04 -0.09 0.3172

***

No. 7
14
Properties=species:S:1:pos:R:3:forces:R:3:mulliken_charge:R:1 method="wB97M-V/def2-TZVPD" e_lumo_ev="-0.79 / -1.04" gap_ev="7.91 / 7.37" multiplicity=1
C 0.0872 1.9809 0.1131 1.19 -0.81 -0.71 -1.1966
C -0.5551 0.6371 0.0498 -1.82 -1.37 1.94 -0.1395
C 0.1634 -0.4304 0.9620 0.96 0.97 -2.66 -0.4871
N 0.1630 -2.3441 -1.2091 1.07 2.67 -2.93 0.0306
N -0.1751 -1.7356 0.7516 -0.16 -1.75 -1.23 -0.4316
O 0.5424 -1.9349 -2.3506 -1.25 -1.73 4.27 -0.2871
H -0.6987 2.6691 0.0832 -0.64 1.69 -0.36 0.3465
H 0.8433 2.0653 -0.6912 -0.68 0.36 0.15 0.3039
H 0.6568 2.0965 0.9958 0.39 0.35 1.29 0.3450
H -1.6807 0.6376 0.4273 2.23 0.09 -1.10 0.2509
H -0.4844 0.3097 -0.9599 -0.46 -0.66 -0.74 0.2851
H -0.2525 -0.3482 1.9105 -0.75 0.50 2.44 0.3515
H 1.2516 -0.2371 1.0386 -0.12 0.10 -0.16 0.3817
H 0.1391 -3.3661 -1.1210 0.03 -0.41 -0.21 0.2467

***

No. 8
14
Properties=species:S:1:pos:R:3:forces:R:3:mulliken_charge:R:1 method="wB97M-V/def2-TZVPD" e_lumo_ev=0.94 gap_ev=10.38 multiplicity=1 smiles="CC(=O)NCN"
C -1.4030 -0.4432 1.8095 1.06 -0.40 1.54 -1.0369
C 0.0187 -0.4523 1.1783 -0.54 2.86 -1.81 0.6168
O 0.8199 -1.3042 1.3284 1.17 -2.17 1.15 -0.5188
N 0.2733 0.5423 0.1875 -1.62 -0.27 0.68 -0.3741
C 0.8997 0.0835 -1.0756 1.43 -3.24 0.61 -0.2701
N 0.6213 0.9542 -2.1516 -0.76 2.58 3.08 -0.5944
H -1.2560 -1.3682 2.3990 -1.09 0.17 -0.40 0.3099
H -1.7892 0.3158 2.5522 1.13 -0.28 -1.01 0.2919
H -2.1313 -0.4832 1.0091 -0.20 -0.48 -0.06 0.3080
H -0.6841 0.8621 0.0405 0.60 0.84 -0.94 0.2609
H 2.0577 -0.0051 -1.0332 -1.87 -0.12 0.98 0.2130
H 0.5152 -0.9758 -1.2372 0.53 1.15 -0.21 0.3163
H 0.7293 0.6264 -3.0368 0.40 -1.55 -2.75 0.2144
H 1.3284 1.6478 -1.9701 -0.22 0.92 -0.86 0.2629

***

No. 9
14
Properties=species:S:1:pos:R:3:forces:R:3:mulliken_charge:R:1 method="wB97M-V/def2-TZVPD" e_lumo_ev=0.94 gap_ev=10.32 multiplicity=1 smiles="CC(=O)NCN"
C 1.3601 0.0040 -1.9107 -2.08 -0.36 -0.23 -1.1943
C 0.9952 -0.1289 -0.4599 -0.99 -0.42 0.20 0.6458
O 1.7992 -0.1618 0.4423 0.42 0.57 0.23 -0.5808
N -0.3701 -0.2232 -0.2064 1.67 0.43 -0.73 -0.2164
C -0.8737 0.2594 1.0549 -1.34 -1.01 0.68 -0.2898
N -2.3370 0.2804 1.0580 0.92 -0.10 -0.70 -0.5562
H 0.7930 0.8112 -2.3803 0.27 0.31 0.27 0.3228
H 2.3919 0.1230 -2.0421 1.39 -0.02 -0.25 0.3351
H 0.9454 -0.8598 -2.4402 0.49 -0.26 -0.02 0.3300
H -0.9118 -0.6635 -0.9278 -0.70 0.38 0.27 0.2397
H -0.6032 -0.4076 1.8712 0.43 -0.10 0.02 0.2745
H -0.4378 1.2234 1.2870 0.15 0.25 -0.16 0.2601
H -2.7225 1.2048 0.9981 -0.28 -0.02 0.25 0.2038
H -2.7026 -0.3030 1.7867 -0.35 0.33 0.16 0.2257

***

No. 10
14
Properties=species:S:1:pos:R:3:forces:R:3:mulliken_charge:R:1 method="wB97M-V/def2-TZVPD" e_lumo_ev=0.86 gap_ev=8.85 multiplicity=1
C 1.0567 -1.2169 1.8561 -0.11 -0.12 0.74 -0.4900
C -1.2599 0.5664 -2.7539 -2.89 2.60 1.10 -0.0283
C -0.3830 0.6761 0.6213 1.90 -0.60 -1.38 -1.0350
N 1.4459 -0.6747 0.7196 -0.22 -0.48 0.96 0.3208
N 0.8714 0.2334 0.0272 -0.33 0.46 -0.79 -0.7208
O -2.4573 0.4345 -3.0171 2.71 -0.83 0.02 -0.4258
H 0.1539 -1.0039 2.4080 -0.04 0.54 -0.60 0.2821
H 1.7578 -1.7571 2.4358 0.76 -0.78 -0.13 0.2394
H -0.4561 -0.1795 -2.7100 -0.29 -0.30 -0.40 0.2829
H -1.0247 1.6286 -2.3429 0.51 -1.47 -0.72 0.1648
H -0.2937 1.0705 1.5751 0.93 1.34 2.26 0.5062
H -0.7314 1.4476 -0.0208 -0.97 0.18 -0.48 0.2630
H -0.9869 -0.1515 0.8817 -1.52 -1.14 -0.73 0.3686
H 2.3072 -1.0735 0.3197 -0.44 0.59 0.16 0.2722